A molecular structure, C8H15NO5PdS at a distorted geometry, computed with ωB97M-V with the def2-TZVPD basis set.

Calculated values
ΔE to the lowest compared entry with this formula, charge and spin (eV): 0.8352
Charge: +2
Molar mass (g mol⁻¹): 343.697
Highest occupied orbital energy (eV): -17.048
LUMO energy (eV): -9.4
DFT total energy (hartree): -1270.1851

Element x y z (Å)
Pd 0.080 1.073 0.412
O -0.261 2.064 -1.483
C 0.132 1.337 -2.664
C -0.573 -0.007 -2.683
N -0.041 -0.964 -1.654
C 1.147 -1.408 -1.799
C 2.804 -0.741 -0.159
O 3.533 -1.588 -0.420
O 2.291 0.194 0.330
C -1.079 -1.751 -0.950
C -1.975 -0.971 0.049
O -2.914 -1.570 0.474
O -1.720 0.294 0.377
H -1.139 2.439 -1.644
H -0.137 1.895 -3.560
H 1.218 1.258 -2.636
H -1.630 0.144 -2.471
H -0.490 -0.496 -3.653
H 1.342 -2.458 -1.592
H 1.723 -0.989 -2.621
H -1.779 -2.140 -1.691
H -0.616 -2.573 -0.406
C 1.389 1.087 3.385
S 0.161 0.145 2.464
C -1.375 0.463 3.344
H 1.735 0.448 4.197
H 0.955 2.001 3.783
H 2.228 1.310 2.728
H -1.382 1.469 3.756
H -1.428 -0.280 4.139
H -2.198 0.314 2.649

Atom charges from the Mulliken analysis, given in e for atoms 1 to 2: Pd 0.788; O -0.477

=====

A molecular structure, C39H49AsBaCl2N2O2Si at a distorted geometry, computed with ωB97M-V with the def2-TZVPD basis set.

Calculated values
ΔE to the lowest compared entry with this formula, charge and spin (eV): 1.4485
Molar mass (g mol⁻¹): 889.075
Highest occupied orbital energy (eV): -6.669
LUMO energy (eV): 0.0
DFT total energy (hartree): -5246.6953

Element x y z (Å)
Ba 0.335 -0.349 0.258
C 2.904 0.687 0.511
Si 3.087 2.361 -0.226
C 1.812 3.570 0.533
N 0.423 3.086 0.371
C -0.173 3.381 -0.949
C -1.268 4.455 -0.913
C -0.878 5.584 0.038
C -0.710 5.041 1.469
C -0.456 3.527 1.448
C 2.857 2.396 -2.102
C 3.007 3.587 -2.818
C 2.805 3.635 -4.189
C 2.450 2.482 -4.877
C 2.303 1.288 -4.187
C 2.506 1.250 -2.813
C 4.810 3.074 0.169
C 5.766 3.370 -0.804
C 7.046 3.782 -0.456
C 7.399 3.905 0.879
C 6.459 3.629 1.863
C 5.184 3.220 1.507
H 3.207 0.716 1.565
H 3.557 -0.033 0.000
H 1.954 4.594 0.150
H 2.020 3.616 1.607
H -0.594 2.460 -1.373
H 0.619 3.706 -1.620
H -2.220 4.017 -0.599
H -1.405 4.841 -1.925
H -1.635 6.370 0.017
H 0.057 6.027 -0.311
H -1.607 5.235 2.063
H 0.119 5.547 1.966
H -1.402 2.994 1.322
H -0.030 3.209 2.402
H 3.284 4.496 -2.291
H 2.920 4.571 -4.723
H 2.296 2.515 -5.948
H 2.033 0.385 -4.721
H 2.399 0.305 -2.288
H 5.507 3.271 -1.852
H 7.773 4.000 -1.230
H 8.400 4.213 1.153
H 6.728 3.723 2.909
H 4.461 2.999 2.288
C -5.336 2.261 -1.344
C -5.171 1.018 -0.472
As -3.422 0.986 0.444
C -3.728 2.291 1.911
C -5.038 2.280 2.692
C -3.603 -0.740 1.386
C -4.979 -1.161 1.893
H -6.296 2.253 -1.861
H -4.545 2.314 -2.093
H -5.287 3.169 -0.738
H -5.215 0.117 -1.087
H -5.974 0.955 0.262
H -3.591 3.274 1.454
H -2.887 2.149 2.594
H -5.906 2.280 2.032
H -5.103 3.170 3.321
H -5.107 1.414 3.348
H -2.891 -0.724 2.217
H -3.234 -1.483 0.676
H -5.380 -0.447 2.610
H -4.915 -2.128 2.394
H -5.695 -1.262 1.078
Cl -3.613 -4.977 0.665
C -2.901 -6.292 -0.214
C -3.708 -7.013 -1.068
C -3.167 -8.059 -1.794
C -1.834 -8.373 -1.624
C -1.034 -7.663 -0.744
Cl 0.611 -8.210 -0.593
C -1.530 -6.560 -0.013
N -0.839 -5.756 0.870
C 0.550 -5.794 1.193
C 0.962 -6.524 2.298
C 2.302 -6.570 2.647
C 3.232 -5.874 1.892
C 2.816 -5.135 0.796
C 1.475 -5.071 0.438
C 1.053 -4.277 -0.767
C 0.505 -2.875 -0.449
O 0.633 -1.992 -1.335
O -0.024 -2.657 0.676
H -4.754 -6.752 -1.150
H -3.782 -8.627 -2.477
H -1.384 -9.183 -2.183
H -1.223 -4.829 0.985
H 0.224 -7.077 2.864
H 2.618 -7.150 3.504
H 4.282 -5.911 2.150
H 3.544 -4.591 0.205
H 0.279 -4.807 -1.329
H 1.903 -4.119 -1.429

Atom charges from the Mulliken analysis, given in e for atoms 1 to 2: Ba 1.593; C -1.603

=====

3 unconnected molecules or ions with the total composition C2H10N4S at a distorted geometry, computed with ωB97M-V with the def2-TZVPD basis set.

Calculated values
ΔE to the lowest compared entry with this formula, charge and spin (eV): 2.3067
Charge: +2
Molar mass (g mol⁻¹): 122.197
Highest occupied orbital energy (spin up / spin down) (eV): -14.333 / -14.145
LUMO energy (spin up / spin down) (eV): -8.2 / -6.9
DFT total energy (hartree): -698.6296

Element x y z (Å)
C 15.118 -0.206 -0.900
C -12.806 2.479 0.066
N 14.718 -1.269 -0.316
N -13.212 0.220 0.481
N 14.524 -1.444 0.980
N -13.265 1.152 -0.248
S -13.629 -2.758 -0.152
H 15.327 0.694 -0.339
H 15.250 -0.198 -1.969
H -13.644 3.179 0.007
H -12.378 2.492 1.069
H -12.061 2.787 -0.670
H 14.534 -2.109 -0.879
H 14.149 -2.313 1.332
H 14.654 -0.664 1.610
H -13.668 1.074 -1.211
H -13.610 -3.115 1.138

Atom charges from the Mulliken analysis, given in e for atoms 1 to 2: C -0.087; C -0.623

=====

A molecular structure, C15H26F6NO3P2Pt at a distorted geometry, computed with ωB97M-V with the def2-TZVPD basis set.

Calculated values
Charge: +3
Spin multiplicity: 5
Molar mass (g mol⁻¹): 639.391
Expectation value of S²: 6.06
Highest occupied orbital energy (spin up / spin down) (eV): -18.701 / -19.627
LUMO energy (spin up / spin down) (eV): -10.7 / -14.4
DFT total energy (hartree): -2267.6732

Element x y z (Å)
Pt 0.538 0.222 0.065
P 0.823 -0.861 -1.926
C -0.491 -0.159 -2.891
C -1.629 0.277 -2.180
N -1.489 0.456 -0.815
C -2.451 1.004 -0.071
C -3.710 1.268 -0.614
C -3.943 1.016 -1.956
C -2.914 0.538 -2.738
C -2.131 1.330 1.376
P -0.322 1.615 1.639
H -3.047 0.359 -3.800
H -4.455 1.702 0.039
H -4.904 1.271 -2.384
H -2.680 2.236 1.672
H -2.438 0.496 2.041
H 0.220 2.022 -3.782
H -0.635 -0.363 -3.952
H 1.754 3.366 -2.236
O 0.777 2.829 -3.734
H 0.722 3.254 -4.612
H 1.753 1.318 -0.164
O 2.376 3.195 -1.496
H 1.959 3.543 -0.675
C -0.051 3.366 1.346
H -0.701 3.957 2.002
H 1.002 3.553 1.610
H -0.228 3.634 0.298
C -0.095 1.430 3.397
H 0.947 1.694 3.616
H -0.765 2.130 3.916
H -0.305 0.413 3.738
C 0.617 -2.644 -1.887
H 0.650 -3.028 -2.915
H 1.435 -3.064 -1.293
H -0.329 -2.915 -1.411
C 2.434 -0.612 -2.630
H 3.098 -1.228 -2.011
H 2.418 -0.976 -3.662
H 2.702 0.445 -2.582
C -0.249 -2.430 3.060
C 0.770 -2.410 1.927
O 0.279 -1.788 0.802
C 2.195 -1.887 2.414
F 2.817 -2.691 3.319
F 3.061 -1.695 1.386
F 2.064 -0.662 3.029
C 0.992 -3.933 1.536
F 1.286 -4.725 2.608
F -0.161 -4.406 0.990
F 1.984 -4.119 0.624
H -0.679 -1.440 3.214
H 0.185 -2.801 3.988
H -1.057 -3.100 2.769

Atom charges from the Mulliken analysis, given in e for atoms 1 to 2: Pt 1.455; P 0.593

=====

2 unconnected molecules or ions with the total composition C3H13N3O, computed with ωB97M-V with the def2-TZVPD basis set.

Calculated values
ΔE to the lowest compared entry with this formula, charge and spin (eV): 0.9107
Molar mass (g mol⁻¹): 107.157
Highest occupied orbital energy (eV): -9.232
LUMO energy (eV): 0.9
DFT total energy (hartree): -361.5910

Element x y z (Å)
N 1.213 2.241 -0.138
C -0.109 1.957 0.380
C -0.247 0.660 1.173
N 0.216 -0.472 0.362
C -0.372 -1.768 0.728
N -0.140 -2.787 -0.290
H 1.451 1.688 -0.955
H 1.941 2.119 0.544
H -0.796 1.912 -0.466
H -0.434 2.797 0.991
H 0.296 0.733 2.125
H -1.294 0.526 1.449
H 1.225 -0.496 0.419
H -1.434 -1.559 0.852
H 0.027 -2.159 1.661
H -0.920 -2.878 -0.922
H 0.680 -2.556 -0.828
O -0.268 -0.114 -2.674
H -0.922 0.587 -2.641
H -0.114 -0.430 -1.770

Atom charges from the Mulliken analysis, given in e for atoms 1 to 2: N -0.565; C -0.664